1.
# C24H48BCdNOS2

A structure of composition C24H48BCdNOS2 at a distorted geometry (wB97M-V/def2-TZVPD, the OMol25 dataset).

Calculated values
spin multiplicity: 1
highest occupied orbital energy: -13.4 eV
charge: +2
energy relative to the best compared isomer or geometry (same formula, charge and spin): 0.000 eV

CARTESIAN COORDINATES (ANGSTROEM)
C: 6.784 -2.240 -0.746
C: 6.543 -1.402 0.513
C: 5.210 -0.654 0.446
C: 5.282 0.583 -0.496
C: 4.721 1.855 0.173
C: 3.936 2.737 -0.821
C: 2.445 2.371 -0.814
C: 1.678 3.040 0.346
C: 0.725 2.064 1.097
C: -0.783 2.414 0.889
B: -1.661 2.300 2.206
C: -2.028 3.650 2.993
C: -3.368 3.476 3.708
O: -3.581 3.927 4.767
C: -2.226 0.933 2.781
C: -1.400 -0.337 2.388
C: -2.050 -1.047 1.177
C: -0.995 -1.126 0.027
N: -1.664 -1.657 -1.181
C: -1.249 -3.011 -1.569
C: -2.395 -4.033 -1.195
C: -1.946 -5.203 -0.300
C: -0.981 -4.838 0.837
C: -1.660 -0.752 -2.269
S: -0.399 -0.043 -2.917
S: -3.287 -0.392 -2.917
C: -3.542 1.349 -2.358
C: -5.055 1.619 -2.457
C: -5.436 1.733 -3.951
H: 6.840 -1.619 -1.643
H: 7.677 -2.855 -0.668
H: 5.933 -2.914 -0.881
H: 6.501 -2.116 1.341
H: 7.380 -0.731 0.711
H: 4.479 -1.354 0.023
H: 4.835 -0.393 1.436
H: 4.680 0.354 -1.379
H: 6.311 0.747 -0.813
H: 4.072 1.621 1.021
H: 5.563 2.425 0.571
H: 4.349 2.650 -1.825
H: 4.063 3.771 -0.488
H: 2.041 2.726 -1.769
H: 2.352 1.278 -0.819
H: 2.429 3.423 1.039
H: 1.147 3.920 -0.014
H: 0.895 1.087 0.645
H: 1.023 2.086 2.146
H: -0.818 3.458 0.570
H: -1.225 1.843 0.059
H: -1.255 3.863 3.736
H: -2.154 4.458 2.267
H: -4.185 2.880 3.237
H: -2.237 0.979 3.877
H: -3.267 0.768 2.492
H: -0.342 -0.129 2.239
H: -1.473 -1.023 3.235
H: -2.405 -2.059 1.387
H: -2.887 -0.492 0.752
H: -0.564 -0.146 -0.144
H: -0.214 -1.796 0.391
H: -0.278 -3.279 -1.163
H: -1.143 -3.057 -2.652
H: -3.151 -3.477 -0.642
H: -2.853 -4.431 -2.097
H: -1.579 -6.014 -0.928
H: -2.934 -5.604 0.171
H: 0.020 -4.630 0.474
H: -1.344 -4.044 1.498
H: -0.857 -5.731 1.467
H: -3.179 1.480 -1.339
H: -2.972 1.953 -3.059
H: -5.332 2.514 -1.905
H: -5.558 0.762 -2.002
H: -5.423 0.730 -4.381
H: -4.669 2.310 -4.468
H: -6.393 2.226 -4.093
Cd: -3.518 -5.732 2.032

Results of the Mulliken charge analysis, in e, for atoms 1 through 5:
1. C -1.1510
2. C -0.5729
3. C -0.5900
4. C -0.6450
5. C -0.6441

2.
# C24H48Br2N3O4

A cluster of 4 separate species, C24H48Br2N3O4 in total (wB97M-V/def2-TZVPD, the OMol25 dataset).

Calculated values
spin multiplicity: 1
highest occupied orbital energy: -11.5 eV
charge: +1

CARTESIAN COORDINATES (ANGSTROEM)
C: -1.368 -0.964 -0.087
C: -0.932 -1.083 -1.511
Br: -2.217 -1.691 -2.758
C: 0.281 -0.792 -1.980
Br: 1.623 -0.139 -0.838
C: 0.719 -0.989 -3.380
C: 1.257 -2.192 -3.798
C: 1.654 -2.306 -5.106
O: 2.144 -3.460 -5.563
C: 1.456 -1.186 -5.944
N: 0.959 -0.059 -5.513
N: 0.609 0.031 -4.251
C: 0.035 1.339 -3.825
C: 0.355 2.475 -4.777
C: 1.842 2.888 -4.893
C: 2.834 2.248 -3.916
C: 4.197 2.985 -3.907
N: 4.506 3.763 -2.711
H: -2.370 -1.357 0.064
H: -1.382 0.085 0.226
H: -0.676 -1.497 0.572
H: 1.364 -3.012 -3.101
H: 2.912 -3.328 -6.138
H: 1.714 -1.222 -6.997
H: 0.424 1.544 -2.830
H: -1.046 1.185 -3.766
H: -0.221 3.322 -4.393
H: -0.056 2.262 -5.764
H: 2.185 2.660 -5.906
H: 1.920 3.974 -4.788
H: 3.007 1.198 -4.176
H: 2.453 2.278 -2.888
H: 5.007 2.271 -4.063
H: 4.222 3.676 -4.756
H: 4.682 3.143 -1.928
H: 3.711 4.336 -2.447
C: 1.505 2.236 2.430
C: 2.114 0.887 2.773
O: 3.444 0.721 2.313
C: 4.400 1.628 2.846
C: 4.547 1.554 4.355
H: 1.593 2.437 1.360
H: 0.448 2.244 2.701
H: 1.988 3.054 2.966
H: 1.552 0.094 2.275
H: 2.036 0.698 3.848
H: 4.171 2.654 2.535
H: 5.340 1.353 2.368
H: 3.649 1.891 4.874
H: 5.371 2.191 4.676
H: 4.755 0.530 4.668
C: -0.488 -4.681 1.773
C: -0.205 -3.921 3.056
O: -1.109 -2.853 3.288
C: -2.473 -3.218 3.438
C: -2.741 -4.149 4.606
H: -0.546 -3.975 0.941
H: 0.306 -5.401 1.572
H: -1.430 -5.229 1.811
H: 0.774 -3.444 2.996
H: -0.174 -4.604 3.911
H: -2.860 -3.653 2.508
H: -2.998 -2.274 3.590
H: -2.293 -5.133 4.460
H: -3.815 -4.292 4.726
H: -2.341 -3.728 5.529
C: -5.346 -0.501 3.264
C: -4.072 0.289 3.023
O: -3.772 0.499 1.650
C: -4.736 1.233 0.911
C: -4.967 2.644 1.424
H: -5.320 -1.446 2.718
H: -5.449 -0.717 4.328
H: -6.236 0.047 2.953
H: -3.215 -0.263 3.411
H: -4.105 1.244 3.558
H: -5.683 0.685 0.863
H: -4.339 1.270 -0.105
H: -5.432 2.651 2.410
H: -5.630 3.180 0.744
H: -4.023 3.186 1.491

Results of the Mulliken charge analysis, in e, for atoms 1 through 5:
1. C -1.5328
2. C 1.1448
3. Br -0.0667
4. C -0.5045
5. Br 0.0126

3.
# C24H48Cl24

A cluster of 12 separate species, C24H48Cl24 in total at a distorted geometry (wB97M-V/def2-TZVPD, the OMol25 dataset).

Calculated values
spin multiplicity: 2
highest occupied orbital energy (spin up / spin down): 0.3 / -8.2 eV
charge: -1
energy relative to the best compared isomer or geometry (same formula, charge and spin): 0.467 eV

CARTESIAN COORDINATES (ANGSTROEM)
Cl: 6.147 -4.068 -1.669
C: 4.402 -4.208 -1.672
C: 3.889 -3.719 -0.319
Cl: 2.087 -3.757 -0.132
H: 4.212 -5.281 -1.686
H: 3.953 -3.757 -2.557
H: 4.142 -2.659 -0.308
H: 4.429 -4.175 0.511
Cl: 3.157 5.586 3.794
C: 2.716 5.743 2.097
C: 2.450 4.371 1.441
Cl: 3.947 3.438 1.463
H: 3.522 6.257 1.574
H: 1.870 6.421 1.983
H: 2.159 4.485 0.397
H: 1.640 3.770 1.854
Cl: -0.513 0.749 6.671
C: -0.808 0.847 4.900
C: -0.756 2.326 4.405
Cl: -1.173 2.400 2.692
H: -1.729 0.290 4.729
H: 0.012 0.307 4.428
H: 0.284 2.651 4.434
H: -1.412 3.015 4.938
Cl: 1.355 0.954 1.391
C: 0.771 -0.492 0.457
C: -0.628 -0.146 -0.036
Cl: -0.755 1.048 -1.358
H: 0.771 -1.341 1.140
H: 1.431 -0.867 -0.325
H: -1.270 0.197 0.775
H: -1.215 -0.995 -0.385
Cl: 3.814 4.237 -1.907
C: 4.457 2.543 -1.766
C: 3.284 1.564 -1.556
Cl: 2.392 1.433 -3.067
H: 5.162 2.508 -0.936
H: 5.034 2.342 -2.669
H: 2.598 1.912 -0.784
H: 3.603 0.574 -1.228
Cl: -2.486 -5.368 -0.161
C: -1.471 -4.473 1.066
C: -2.320 -3.819 2.106
Cl: -1.317 -2.670 3.063
H: -0.814 -3.738 0.600
H: -0.752 -5.234 1.366
H: -2.751 -4.573 2.764
H: -3.113 -3.262 1.607
Cl: 3.370 -1.608 2.565
C: 3.799 -2.409 4.080
C: 2.647 -3.249 4.634
Cl: 2.009 -4.423 3.467
H: 4.100 -1.601 4.747
H: 4.664 -3.045 3.891
H: 1.835 -2.544 4.808
H: 2.907 -3.698 5.593
Cl: 0.164 -4.897 -3.346
C: 1.426 -4.339 -4.483
C: 1.438 -2.822 -4.586
Cl: 1.370 -1.960 -3.011
H: 1.383 -4.854 -5.443
H: 2.365 -4.652 -4.027
H: 0.653 -2.413 -5.223
H: 2.340 -2.390 -5.018
Cl: 1.423 5.572 -3.909
C: 0.194 4.683 -3.037
C: -0.490 3.721 -4.025
Cl: -1.514 4.626 -5.230
H: -0.477 5.405 -2.572
H: 0.687 4.154 -2.222
H: -1.204 3.101 -3.483
H: 0.193 3.023 -4.508
Cl: -4.357 -2.795 -1.627
C: -3.004 -1.995 -2.466
C: -3.501 -1.871 -3.933
Cl: -2.402 -0.997 -5.003
H: -2.128 -2.644 -2.454
H: -2.772 -1.017 -2.046
H: -4.365 -1.207 -3.948
H: -3.797 -2.714 -4.558
Cl: -4.199 1.396 -2.841
C: -4.883 2.355 -1.461
C: -3.879 3.434 -0.967
Cl: -3.728 4.762 -2.151
H: -5.256 1.738 -0.643
H: -5.775 2.863 -1.827
H: -2.911 2.986 -0.740
H: -4.073 3.827 0.031
Cl: -3.804 -0.186 1.253
C: -5.049 -0.004 2.458
C: -4.695 1.127 3.478
Cl: -4.714 2.741 2.648
H: -5.294 -0.952 2.936
H: -5.965 0.287 1.943
H: -3.686 0.989 3.866
H: -5.450 1.127 4.264

Results of the Mulliken charge analysis, in e, for atoms 1 through 5:
1. Cl -0.1985
2. C -0.0413
3. C -0.6892
4. Cl 0.0254
5. H 0.3103

Q: Number 2 is which compound?
A: C24H48Br2N3O4